Formula: C20H64N8O20
Source: OMol25
Level of theory: the ωB97M-V functional and the def2-TZVPD basis

Atoms and positions in Å:
N1 1.854 -16.449 -20.435
C1 0.543 -16.695 -20.656
N2 -0.296 -15.773 -20.110
O1 0.175 -17.776 -21.137
H1 2.254 -15.635 -20.003
H2 2.510 -17.076 -20.885
H3 0.000 -15.057 -19.471
H4 -1.285 -15.858 -20.263
N3 3.901 -21.315 -23.174
C2 3.015 -20.458 -23.778
N4 1.909 -20.175 -23.015
O2 3.149 -20.040 -24.919
H5 3.672 -21.964 -22.447
H6 4.765 -21.531 -23.639
H7 1.448 -19.315 -23.282
H8 1.914 -20.470 -22.058
N5 4.101 -20.725 -18.862
C3 4.355 -19.662 -19.689
N6 5.618 -19.177 -19.527
O3 3.586 -19.245 -20.547
H9 3.201 -21.161 -18.934
H10 4.647 -20.894 -18.040
H11 5.979 -18.451 -20.117
H12 6.233 -19.627 -18.877
N7 -0.166 -21.093 -17.371
C4 -0.448 -19.997 -18.161
N8 0.141 -20.005 -19.389
O4 -1.153 -19.089 -17.740
H13 -0.680 -21.210 -16.519
H14 0.328 -21.860 -17.784
H15 0.585 -20.872 -19.618
H16 -0.067 -19.301 -20.090
O5 -4.535 -20.603 -22.475
C5 -3.488 -19.734 -22.060
C6 -3.911 -18.411 -21.455
O6 -4.862 -18.514 -20.439
H17 -4.081 -21.332 -22.907
H18 -2.809 -20.261 -21.377
H19 -2.843 -19.505 -22.919
H20 -4.264 -17.709 -22.228
H21 -3.008 -17.913 -21.089
H22 -5.523 -19.196 -20.571
O7 7.377 -14.895 -19.376
C7 6.249 -15.191 -18.529
C8 4.953 -14.649 -19.107
O8 4.806 -13.275 -18.887
H23 7.306 -13.950 -19.557
H24 6.249 -16.265 -18.386
H25 6.434 -14.652 -17.593
H26 4.097 -15.210 -18.713
H27 4.979 -14.965 -20.160
H28 4.200 -13.144 -18.141
O9 0.518 -16.251 -25.285
C9 -0.495 -17.146 -25.671
C10 -1.273 -17.614 -24.464
O10 -0.457 -18.552 -23.751
H29 0.759 -15.623 -25.968
H30 -1.176 -16.611 -26.347
H31 -0.218 -18.050 -26.223
H32 -2.181 -18.163 -24.730
H33 -1.551 -16.777 -23.815
H34 -0.439 -18.248 -22.825
O11 1.049 -12.749 -22.142
C11 -0.199 -13.118 -22.712
C12 -1.243 -12.029 -22.525
O12 -0.898 -10.910 -23.360
H35 1.409 -11.889 -22.381
H36 -0.105 -13.292 -23.793
H37 -0.408 -14.077 -22.239
H38 -1.175 -11.622 -21.517
H39 -2.215 -12.403 -22.853
H40 -0.374 -11.219 -24.106
O13 4.027 -14.723 -24.317
C13 2.984 -15.264 -23.544
C14 3.127 -16.784 -23.441
O14 4.163 -16.990 -22.464
H41 4.867 -14.866 -23.869
H42 3.012 -14.893 -22.511
H43 2.057 -14.927 -24.001
H44 3.460 -17.215 -24.385
H45 2.214 -17.273 -23.092
H46 4.304 -17.934 -22.323
O15 2.953 -12.961 -16.852
C15 2.028 -11.903 -17.150
C16 1.735 -11.802 -18.617
O16 1.171 -12.962 -19.243
H47 2.867 -13.276 -15.951
H48 1.141 -11.939 -16.518
H49 2.569 -11.003 -16.845
H50 2.640 -11.494 -19.149
H51 1.028 -10.979 -18.770
H52 1.038 -12.752 -20.184
O17 -0.801 -13.198 -17.313
C17 -1.990 -12.988 -18.029
C18 -3.196 -13.026 -17.097
O18 -3.431 -11.757 -16.494
H53 -0.057 -13.216 -17.943
H54 -1.955 -12.013 -18.542
H55 -2.187 -13.701 -18.843
H56 -2.904 -13.688 -16.274
H57 -4.049 -13.570 -17.515
H58 -3.271 -11.110 -17.188
O19 1.236 -16.816 -15.657
C19 1.549 -16.994 -17.042
C20 2.830 -17.800 -17.161
O20 3.985 -17.041 -16.816
H59 1.702 -16.039 -15.342
H60 0.719 -17.527 -17.514
H61 1.553 -16.038 -17.580
H62 2.976 -18.123 -18.195
H63 2.731 -18.715 -16.568
H64 3.742 -16.326 -16.224

Its total energy is -74648.868 eV. The structure (SMILES) is NC(N)=O.NC(N)=O.NC(N)=O.NC(N)=O.OCCO.OCCO.OCCO.OCCO.OCCO.OCCO.OCCO.OCCO. The calculation puts the largest force on an atom at 2.06 eV Å⁻¹. The orbital gap is 9.48 eV. The relative energy (zero: lowest compared OMol25 entry of this formula, charge and spin) is 0.6005 eV.

Formula: C18H20ClNO11P2RuS2
Source: OMol25
Level of theory: the ωB97M-V functional and the def2-TZVPD basis

Atoms and positions in Å:
Ru1 -0.519 0.588 -0.214
C1 -0.199 2.525 4.011
C2 0.924 2.452 2.982
O1 2.160 2.914 3.529
P1 0.507 3.373 1.468
O2 0.018 4.782 2.045
O3 1.820 3.695 0.687
O4 -0.544 2.671 0.687
P2 1.145 0.679 2.463
O5 1.949 0.840 1.039
O6 1.943 -0.058 3.456
O7 -0.215 0.245 1.968
H1 -0.353 3.559 4.327
H2 0.095 1.932 4.878
H3 -1.131 2.136 3.603
H4 2.096 3.867 3.661
H5 -0.220 5.386 1.324
H6 1.733 3.358 -0.260
H7 2.891 1.023 1.149
C3 1.154 -2.144 0.576
C4 -0.304 -2.363 0.329
C5 -0.782 -3.694 0.423
C6 -2.085 -3.986 0.186
C7 -2.981 -2.933 -0.119
C8 -4.351 -3.158 -0.361
C9 -5.176 -2.098 -0.622
C10 -4.679 -0.792 -0.646
C11 -3.343 -0.522 -0.418
S1 -2.707 1.099 -0.376
C12 -2.463 -1.623 -0.166
N1 -1.120 -1.371 0.042
H8 1.702 -3.027 0.250
H9 1.333 -2.003 1.646
H10 1.557 -1.288 0.045
H11 -0.063 -4.464 0.665
H12 -2.449 -5.005 0.226
H13 -4.726 -4.174 -0.335
H14 -6.229 -2.266 -0.812
H15 -5.348 0.035 -0.846
O8 0.283 4.863 -1.619
Cl1 0.311 3.615 -2.333
O9 0.819 3.798 -3.653
O10 1.234 2.725 -1.611
O11 -0.971 3.023 -2.349
S2 -0.466 -0.060 -2.423
C13 1.099 -0.875 -2.509
C14 1.147 -2.251 -2.736
C15 2.363 -2.914 -2.803
C16 3.548 -2.214 -2.632
C17 3.510 -0.841 -2.421
C18 2.298 -0.169 -2.371
H16 0.215 -2.795 -2.846
H17 2.382 -3.983 -2.977
H18 4.498 -2.732 -2.673
H19 4.432 -0.285 -2.303
H20 2.255 0.901 -2.227

The multiplicity is 2. Its total energy is -98358.335 eV. The calculation puts the largest force on an atom at 1.06 eV Å⁻¹. Its expectation value of S² is 0.759. Its net charge is -1. The orbital gap (spin up / spin down) is 6.84 / 6.52 eV. The relative energy (zero: lowest compared OMol25 entry of this formula, charge and spin) is 1.3124 eV.

Formula: C4H10N2
Source: OMol25
Level of theory: the ωB97M-V functional and the def2-TZVPD basis

Atoms and positions in Å:
C1 -0.930 0.892 0.591
C2 -2.207 1.090 1.392
C3 2.506 -1.815 -0.759
C4 2.565 -0.524 -0.776
N1 -1.202 0.129 -0.568
N2 -0.920 1.535 -0.676
H1 -0.107 0.613 1.225
H2 -2.989 1.241 0.671
H3 -2.190 2.147 1.880
H4 -2.310 0.164 2.057
H5 1.880 -2.378 -1.416
H6 -2.106 -0.043 -0.733
H7 3.460 -2.394 -0.488
H8 1.803 -0.036 -1.404
H9 3.289 0.080 -0.227
H10 -0.542 -0.700 -0.770

Its total energy is -7285.112 eV. The calculation puts the largest force on an atom at 5.20 eV Å⁻¹. The orbital gap is 8.33 eV. The relative energy (zero: lowest compared OMol25 entry of this formula, charge and spin) is 5.5071 eV.

Formula: C5H12N2O
Source: OMol25
Level of theory: the ωB97M-V functional and the def2-TZVPD basis

Atoms and positions in Å:
C1 1.736 1.313 0.241
N1 0.862 0.207 -0.003
C2 1.746 -0.801 -0.564
N2 0.425 -0.225 1.397
C3 -0.623 -0.914 1.109
C4 -1.381 -0.842 -0.213
C5 -1.958 0.387 -0.719
O1 -2.521 0.977 0.435
H1 2.404 1.742 -0.564
H2 0.901 2.168 0.348
H3 2.246 1.576 1.244
H4 1.153 -1.810 -0.779
H5 2.588 -1.077 -0.021
H6 2.111 -0.246 -1.411
H7 -1.123 -1.437 1.866
H8 -0.643 -1.284 -0.863
H9 -2.176 -1.678 -0.129
H10 -2.880 0.120 -1.296
H11 -1.220 1.178 -1.240
H12 -1.646 0.645 1.159

Its total energy is -10401.887 eV. The structure (SMILES) is CN(C)/N=C\CCO. The calculation puts the largest force on an atom at 7.04 eV Å⁻¹. The orbital gap is 9.84 eV. The relative energy (zero: lowest compared OMol25 entry of this formula, charge and spin) is 6.5368 eV.

Formula: C5H9NO
Source: OMol25
Level of theory: the ωB97M-V functional and the def2-TZVPD basis

Atoms and positions in Å:
C1 0.827 0.527 1.655
C2 0.657 0.378 0.162
C3 0.599 1.665 -0.626
C4 -1.274 -1.461 -0.514
O1 -2.490 -1.970 -0.573
C5 1.086 -0.769 -0.458
N1 1.069 -1.833 -0.990
H1 0.007 1.119 2.080
H2 0.851 -0.439 2.169
H3 1.760 1.057 1.902
H4 1.519 2.255 -0.497
H5 -0.231 2.294 -0.281
H6 0.470 1.489 -1.699
H7 -0.951 -0.806 -1.302
H8 -0.767 -1.671 0.407
H9 -2.919 -1.744 -1.411

Its total energy is -8864.584 eV. The calculation puts the largest force on an atom at 1.17 eV Å⁻¹. The orbital gap (spin up / spin down) is 8.07 / 7.14 eV. The relative energy (zero: lowest compared OMol25 entry of this formula, charge and spin) is 4.6287 eV.

Formula: C4H8O3
Source: OMol25
Level of theory: the ωB97M-V functional and the def2-TZVPD basis

Atoms and positions in Å:
C1 -2.256 0.592 -1.444
C2 -0.090 1.083 0.464
O1 0.711 1.134 1.404
C3 -0.089 0.111 -0.571
O2 1.545 -1.735 0.280
C4 2.448 -1.632 1.087
O3 2.649 -0.616 1.894
H1 -2.647 0.159 -0.525
H2 -2.586 0.017 -2.310
H3 -2.540 1.642 -1.529
H4 -0.782 1.933 0.315
H5 1.924 0.054 1.730
H6 -1.112 0.590 -1.548
H7 -0.388 -0.925 -0.476
H8 3.214 -2.408 1.228

Its total energy is -10416.199 eV. The calculation puts the largest force on an atom at 0.53 eV Å⁻¹. The orbital gap is 8.87 eV. The relative energy (zero: lowest compared OMol25 entry of this formula, charge and spin) is 4.8044 eV.